1.
{
  "formula": "C2H4N2OS",
  "method": "ωB97M-V/def2-TZVPD",
  "species": ["O", "N", "N", "C", "C", "S", "H", "H", "H", "H"],
  "xyz": [[2.700, 0.577, -0.057], [1.512, 0.302, -0.001], [0.562, 1.130, -0.007], [-0.748, 0.583, 0.230], [-0.676, -0.852, -0.225], [0.993, -1.443, 0.216], [-1.359, 1.300, -0.418], [-0.974, 0.595, 1.404], [-1.428, -1.518, 0.150], [-0.581, -0.673, -1.292]],
  "charge": 0,
  "lumo_ha": 0.008
}

=====

2.
{
  "formula": "C2H4N2OS",
  "method": "ωB97M-V/def2-TZVPD",
  "species": ["C", "N", "O", "C", "N", "S", "H", "H", "H", "H"],
  "xyz": [[-3.355, -0.077, 0.262], [-2.097, -0.598, -0.274], [-1.210, 0.485, -0.313], [0.095, 0.543, -0.004], [0.914, -0.471, 0.037], [2.594, 0.019, 0.098], [-3.864, -0.869, 0.684], [-3.740, 1.034, 0.703], [0.428, 1.556, -0.092], [3.194, -1.221, -0.248]],
  "charge": 0,
  "lumo_ha": -0.014
}

=====

3.
{
  "formula": "C2H4N2OS",
  "method": "ωB97M-V/def2-TZVPD",
  "species": ["H", "N", "C", "N", "S", "C", "O", "H", "H", "H"],
  "xyz": [[-2.772, -1.017, 0.601], [-1.791, -1.445, 0.437], [-0.696, -0.707, 0.179], [0.544, -1.117, 0.333], [-0.873, 1.126, -0.301], [0.835, 1.796, -0.674], [1.860, 1.181, -0.340], [0.575, -2.081, 0.625], [1.467, -0.572, 0.169], [0.852, 2.836, -1.027]],
  "charge": 0,
  "lumo_ha": 0.005
}

=====

Energies, relative to the best one, in hartree: 1 0.0837; 2 0.1579; 3 0.0000.

=====

1.
{
  "formula": "C3H9O3",
  "method": "ωB97M-V/def2-TZVPD",
  "species": ["C", "C", "O", "C", "O", "H", "H", "H", "H", "H", "H", "H", "H", "H", "O"],
  "xyz": [[0.625, 0.576, -0.795], [-0.727, 1.017, -1.285], [-1.563, 0.159, -2.107], [1.436, 1.560, 0.107], [2.758, 1.460, 0.332], [0.534, -0.436, -0.414], [1.359, 0.518, -1.545], [-0.243, 1.789, -2.106], [-1.183, 1.675, -0.423], [-1.002, 0.111, -2.866], [0.806, 1.595, 1.079], [1.077, 2.597, -0.539], [-1.289, -3.449, 3.856], [-1.456, -4.338, 2.520], [-2.020, -3.993, 3.310]],
  "charge": -1,
  "lumo_ha": 0.107
}

=====

2.
{
  "formula": "C3H9O3",
  "method": "ωB97M-V/def2-TZVPD",
  "species": ["C", "O", "C", "C", "O", "H", "H", "H", "H", "H", "H", "H", "H", "H", "O"],
  "xyz": [[0.231, 0.945, 0.119], [0.655, 0.309, 1.235], [0.498, 0.170, -1.181], [-0.334, -1.098, -1.232], [-0.172, -1.873, -2.419], [-0.873, 1.155, 0.153], [0.672, 1.952, -0.058], [1.562, -0.107, -1.159], [0.299, 0.754, -2.085], [-0.120, -1.709, -0.357], [-1.384, -0.807, -1.150], [0.693, -2.184, -2.417], [-1.533, 1.351, 2.790], [-0.104, 0.901, 2.353], [-0.642, 1.338, 3.154]],
  "charge": -1,
  "lumo_ha": 0.136
}

=====

Energies, relative to the best one, in hartree: 1 0.1010; 2 0.0000.